Entry 1:
Computed, not measured: a cluster of 20 separate species, C111H106N20O37 in total at a distorted geometry, with wB97M-V/def2-TZVPD.

The value obtained for the HOMO energy is -9.5376 eV. The calculation puts the total energy at -222338.1057 eV. The gap between HOMO and LUMO is 8.348 eV. The LUMO energy is -1.19 eV.

Each line ends with the Mulliken charge.
Geometry (Å):
C1 3.153 -4.252 -4.921  -0.8200
C2 2.506 -4.015 -3.650  -0.9895
C3 1.162 -3.676 -3.686  -0.4163
C4 0.513 -3.479 -4.877  -0.4051
C5 1.163 -3.623 -6.068  -0.0733
C6 2.490 -4.055 -6.097  -0.8349
N1 -0.905 -2.977 -4.865  0.8792
O1 -1.490 -2.773 -3.815  -0.1161
O2 -1.405 -2.707 -5.947  -0.6840
H1 4.174 -4.606 -4.948  0.4595
H2 2.982 -4.122 -2.704  0.9318
H3 0.621 -3.518 -2.816  1.1377
H4 0.618 -3.483 -7.025  0.3747
H5 2.973 -4.176 -7.031  0.5677
C7 2.164 -0.203 5.681  0.7279
C8 2.018 -1.368 6.472  -0.7921
C9 1.658 -1.183 7.805  -0.6117
C10 1.473 0.070 8.318  -0.4418
C11 1.588 1.228 7.619  -0.6539
C12 1.938 1.083 6.240  0.3566
N2 1.426 0.172 9.759  1.0391
O3 1.068 1.224 10.317  -0.6314
O4 1.708 -0.833 10.393  -0.6237
H6 2.546 -0.260 4.613  -0.2417
H7 2.080 -2.372 6.030  0.4327
H8 1.493 -2.049 8.394  0.5898
H9 1.284 2.136 8.160  0.6056
H10 2.089 1.923 5.588  0.1558
C13 6.181 -2.052 6.669  -0.6003
C14 5.660 -1.252 7.700  -0.8237
C15 5.168 -0.016 7.438  0.0466
C16 5.429 0.542 6.217  0.1033
C17 6.043 -0.155 5.197  -0.4210
C18 6.269 -1.547 5.341  -0.5809
N3 5.053 1.915 6.018  1.1588
O5 4.848 2.446 7.095  -0.6353
O6 5.173 2.453 4.911  -0.6333
H11 6.181 -3.158 6.763  0.3285
H12 5.601 -1.751 8.664  0.3635
H13 4.549 0.532 8.185  0.4977
H14 6.179 0.276 4.279  0.4557
H15 6.594 -2.176 4.571  0.7093
C19 -4.163 -4.243 0.265  0.6463
C20 -4.544 -4.142 -1.029  -0.6233
C21 -3.746 -4.523 -2.034  -0.7519
C22 -2.574 -5.189 -1.658  -0.0899
C23 -2.142 -5.357 -0.402  -0.4948
C24 -2.928 -4.834 0.606  0.4228
N4 -1.660 -5.706 -2.766  1.0370
O7 -2.118 -5.680 -3.885  -0.6187
O8 -0.585 -6.183 -2.385  -0.5262
H16 -4.833 -3.849 1.011  -0.1354
H17 -5.507 -3.647 -1.258  0.2614
H18 -3.885 -4.324 -3.096  0.4596
H19 -1.167 -5.884 -0.261  0.2084
H20 -2.545 -4.743 1.606  -0.0033
C25 -3.925 1.583 4.166  -0.0506
C26 -4.385 2.746 4.671  -1.0604
C27 -3.579 3.620 5.375  -0.8817
C28 -2.297 3.178 5.619  -0.2634
C29 -1.764 2.074 5.089  -0.3239
C30 -2.546 1.200 4.317  -0.5654
N5 -1.501 3.982 6.567  1.0557
O9 -0.443 3.527 6.925  -0.4864
O10 -1.946 5.047 6.875  -0.6822
H21 -4.514 0.852 3.579  0.2965
H22 -5.374 3.174 4.479  0.3573
H23 -3.823 4.530 5.887  0.6918
H24 -0.741 1.885 5.267  0.8420
H25 -2.118 0.353 3.866  0.9832
C31 -0.471 6.730 1.202  -0.3912
C32 -1.751 6.879 0.630  -0.6610
C33 -1.962 6.384 -0.639  -0.0192
C34 -0.885 5.670 -1.288  -0.2753
C35 0.336 5.423 -0.683  -0.4694
C36 0.550 6.053 0.570  -0.8871
N6 -1.176 4.999 -2.555  1.1260
O11 -0.244 4.490 -3.098  -0.6230
O12 -2.272 5.122 -3.042  -0.4044
H26 -0.305 7.038 2.201  0.7308
H27 -2.554 7.267 1.186  0.5061
H28 -2.953 6.459 -1.129  0.1989
H29 1.063 4.757 -1.106  0.7074
H30 1.486 5.758 1.019  0.4643
C37 1.613 -8.164 -1.172  -0.2447
C38 2.827 -7.496 -0.984  -0.6797
C39 3.022 -6.982 0.294  -0.2282
C40 2.079 -7.147 1.350  -0.0405
C41 0.909 -7.873 1.115  -0.2318
C42 0.633 -8.333 -0.180  -0.5036
N7 2.424 -6.729 2.669  1.1381
O13 3.560 -6.470 2.952  -0.6098
O14 1.457 -6.630 3.436  -0.6071
H31 1.456 -8.437 -2.246  0.2497
H32 3.503 -7.271 -1.804  0.4556
H33 3.945 -6.409 0.452  0.3881
H34 0.193 -7.950 1.891  0.4520
H35 -0.358 -8.704 -0.450  0.4008
C43 2.274 5.417 5.257  -0.9379
C44 1.081 6.067 5.065  -1.4773
C45 0.059 5.484 4.301  -0.6197
C46 0.407 4.396 3.561  0.6315
C47 1.635 3.758 3.549  -0.2722
C48 2.558 4.260 4.459  -0.4906
N8 -0.690 3.714 2.819  1.1015
O15 -0.453 2.681 2.236  0.1835
O16 -1.754 4.300 2.706  -0.7272
H36 2.963 5.672 6.066  0.4744
H37 0.953 6.950 5.612  0.4528
H38 -0.877 5.996 4.201  0.9230
H39 1.877 2.905 2.889  0.4731
H40 3.462 3.759 4.638  0.4072
C49 -6.152 -2.512 3.789  -0.3671
C50 -6.538 -1.169 3.944  -0.8297
C51 -7.454 -0.708 3.061  -0.0855
C52 -7.856 -1.550 1.980  -0.6917
C53 -7.294 -2.743 1.696  0.2301
C54 -6.469 -3.293 2.710  -0.8357
N9 -8.823 -1.008 1.037  1.1540
O17 -9.307 0.123 1.171  -0.6441
O18 -9.258 -1.744 0.169  -0.6222
H41 -5.453 -2.929 4.567  0.4237
H42 -6.254 -0.663 4.847  0.6521
H43 -7.914 0.269 3.138  0.5403
H44 -7.535 -3.283 0.788  0.5469
H45 -6.124 -4.312 2.554  0.6658
C55 -6.280 -0.774 -2.747  -1.4528
C56 -6.739 -0.466 -1.517  -1.1686
C57 -5.940 -0.344 -0.385  0.1554
C58 -4.619 -0.703 -0.569  0.1342
C59 -4.077 -1.098 -1.835  0.0136
C60 -4.945 -1.154 -2.869  -0.4922
N10 -3.746 -0.520 0.508  0.5454
O19 -4.198 -0.128 1.574  -0.1202
O20 -2.537 -0.699 0.395  0.1264
H46 -6.962 -0.608 -3.541  0.5035
H47 -7.767 -0.208 -1.330  0.5809
H48 -6.230 -0.151 0.652  0.3473
H49 -3.093 -1.527 -1.813  0.4167
H50 -4.546 -1.509 -3.802  0.5806
C61 9.001 -2.135 -1.764  -0.6465
C62 9.123 -2.881 -0.609  -0.6287
C63 8.003 -3.342 -0.006  -0.9543
C64 6.777 -3.070 -0.601  -0.0194
C65 6.631 -2.370 -1.761  -0.0148
C66 7.783 -1.906 -2.342  -0.4996
N11 5.614 -3.531 0.142  1.2524
O21 4.529 -3.236 -0.255  0.0962
O22 5.822 -4.226 1.117  -0.7606
H51 9.867 -1.735 -2.237  0.4773
H52 10.056 -3.155 -0.098  0.3725
H53 7.998 -3.743 0.952  0.6467
H54 5.718 -1.997 -2.151  0.4129
H55 7.733 -1.262 -3.203  0.3897
C67 -3.454 2.330 -1.011  -0.9118
C68 -3.750 2.806 0.247  0.4027
C69 -5.079 3.126 0.478  -0.6359
C70 -5.984 3.163 -0.564  -0.9186
C71 -5.643 2.793 -1.850  -0.4437
C72 -4.369 2.273 -2.056  0.3985
N12 -7.304 3.682 -0.250  1.1627
O23 -7.601 3.897 0.876  -0.6753
O24 -7.999 4.017 -1.219  -0.6366
H56 -2.478 1.973 -1.132  1.0610
H57 -3.061 2.652 1.041  0.0520
H58 -5.399 3.441 1.460  0.7309
H59 -6.297 2.602 -2.664  0.6756
H60 -4.176 2.044 -3.099  -0.3413
C73 -4.517 2.534 -6.761  -0.5441
C74 -4.290 1.156 -6.766  -0.9041
C75 -3.278 0.643 -5.986  -0.4960
C76 -2.514 1.509 -5.233  0.1461
C77 -2.645 2.868 -5.280  -0.3785
C78 -3.715 3.370 -6.064  -0.4964
N13 -1.378 0.991 -4.536  0.7569
O25 -1.046 1.543 -3.542  -0.0308
O26 -0.751 0.072 -5.057  -0.1316
H61 -5.397 2.870 -7.253  0.4780
H62 -4.956 0.444 -7.311  0.3373
H63 -3.083 -0.447 -5.870  0.4833
H64 -1.971 3.516 -4.739  0.3948
H65 -3.832 4.445 -6.054  0.5933
C79 -6.559 6.037 -3.433  -0.5876
C80 -7.432 5.645 -4.456  -0.2631
C81 -7.143 5.964 -5.791  -0.7134
C82 -5.898 6.548 -6.093  0.4591
C83 -4.947 6.848 -5.142  -0.6674
C84 -5.328 6.596 -3.807  0.1632
N14 -5.502 6.628 -7.521  0.9924
O27 -4.334 6.636 -7.852  -0.5879
O28 -6.467 6.690 -8.256  -0.5968
H66 -6.781 5.842 -2.334  0.3620
H67 -8.327 5.058 -4.092  0.4118
H68 -7.840 5.787 -6.576  0.5335
H69 -3.962 7.227 -5.427  0.3918
H70 -4.610 6.722 -3.001  0.1284
C85 1.816 -0.297 -7.057  -0.3589
C86 1.095 0.852 -7.517  -0.5316
C87 1.624 1.599 -8.526  -0.6469
C88 2.731 1.112 -9.219  -0.2589
C89 3.436 0.057 -8.749  -0.1544
C90 3.039 -0.670 -7.605  -0.6641
N15 3.259 1.823 -10.370  0.9947
O29 4.340 1.468 -10.869  -0.6029
O30 2.579 2.700 -10.871  -0.5904
H71 1.453 -0.802 -6.193  1.0097
H72 0.235 1.229 -6.995  0.5030
H73 1.095 2.491 -8.925  0.4488
H74 4.365 -0.271 -9.175  0.4951
H75 3.482 -1.636 -7.213  0.2204
C91 7.845 1.916 1.281  -0.8642
C92 7.099 2.572 2.204  -0.2299
C93 5.792 3.028 1.872  -1.0299
C94 5.217 2.613 0.665  0.0782
C95 5.931 1.801 -0.214  0.0552
C96 7.226 1.555 0.067  -0.3411
N16 3.947 3.023 0.312  1.1362
O31 3.402 2.534 -0.605  -0.5038
O32 3.478 4.007 0.916  -0.6656
H76 8.823 1.541 1.545  0.3877
H77 7.402 2.762 3.227  0.4826
H78 5.166 3.573 2.536  0.6243
H79 5.422 1.352 -1.055  0.4767
H80 7.704 0.970 -0.722  0.4469
C97 0.484 -0.282 -0.506  -0.0054
C98 0.641 0.112 0.811  -0.7055
C99 1.862 0.169 1.412  0.5640
C100 2.957 -0.248 0.671  0.3638
C101 2.876 -0.685 -0.677  0.1383
C102 1.578 -0.728 -1.242  -0.8374
N17 4.252 -0.412 1.478  1.4430
O33 4.292 -0.165 2.676  -0.1170
O34 5.243 -0.771 0.855  -0.6985
H81 -0.531 -0.377 -0.991  -0.2729
H82 -0.212 0.453 1.415  0.2563
H83 2.006 0.451 2.497  -0.6139
H84 3.784 -0.933 -1.172  -0.2400
H85 1.579 -1.048 -2.281  0.6138
C103 0.910 -3.661 0.849  0.6002
C104 1.460 -3.171 2.132  0.8057
O35 0.852 -2.864 3.159  -1.1193
N18 2.817 -3.258 2.215  1.9507
C105 3.415 -3.316 3.491  -0.7009
H86 0.615 -2.884 0.115  -0.6271
H87 0.054 -4.316 0.913  -0.5447
H88 1.683 -4.190 0.306  0.0851
H89 3.273 -3.718 1.459  -0.8890
H90 3.232 -2.416 4.061  -0.2740
H91 4.544 -3.376 3.363  -0.0427
H92 3.176 -4.141 4.091  0.5297
C106 2.500 1.989 -3.850  -0.9381
C107 3.865 1.316 -3.805  0.3283
O36 4.243 0.717 -2.822  -0.2597
N19 4.654 1.568 -4.917  -0.1173
C108 5.912 0.849 -5.102  -0.8980
H93 1.805 1.446 -4.473  0.1749
H94 2.628 3.032 -4.219  0.6575
H95 2.063 2.180 -2.826  -0.0840
H96 4.262 2.027 -5.708  0.2617
H97 5.941 0.598 -6.167  0.4104
H98 5.937 -0.037 -4.517  0.0954
H99 6.730 1.505 -4.907  0.3469
C109 -1.817 -6.215 4.340  -0.9563
C110 -2.626 -4.912 4.115  0.8002
O37 -3.819 -4.859 4.200  -0.5690
N20 -1.901 -3.803 3.905  0.2109
C111 -2.483 -2.532 3.471  0.5361
H100 -2.408 -7.056 4.549  0.4317
H101 -1.086 -6.118 5.136  0.3766
H102 -1.150 -6.288 3.418  -0.0887
H103 -0.947 -3.761 3.625  0.2434
H104 -1.644 -1.868 3.279  -0.4563
H105 -3.179 -2.169 4.236  0.2185
H106 -3.057 -2.675 2.486  -0.5496

Entry 2:
Computed, not measured: a cluster of 3 separate species, C27H44ClF3I2N3O4Si in total at a distorted geometry, with wB97M-V/def2-TZVPD.

The value obtained for the HOMO energy is -4.6516 eV. The net charge is -1. The calculation puts the total energy at -86114.2360 eV. The gap between HOMO and LUMO is 6.474 eV. The LUMO energy is 1.82 eV.

Each line ends with the Mulliken charge.
Geometry (Å):
C1 1.778 1.368 -3.827  -0.5560
C2 2.518 1.037 -2.391  -0.1667
I1 4.291 2.386 -2.324  0.0371
C3 1.611 1.459 -1.066  -1.3029
I2 3.152 1.580 0.550  0.1054
N1 0.430 0.638 -0.750  1.0276
C4 0.466 -0.814 -1.038  -0.0147
F1 0.441 -1.188 -2.508  -0.4035
F2 -0.748 -1.606 -0.591  -0.3240
C5 1.700 -1.658 -0.282  -0.1587
C6 1.405 -3.270 -0.167  -0.6300
Si1 0.910 -3.863 1.618  0.5124
C7 1.631 -2.787 3.042  -0.6399
C8 -1.026 -3.943 1.873  -0.8869
C9 1.745 -5.630 1.820  0.2870
C10 2.331 -6.524 0.578  -0.3112
C11 3.046 -7.975 0.992  -0.3740
C12 3.176 -8.482 2.581  -0.3295
C13 2.550 -7.578 3.820  -0.4167
C14 1.848 -6.153 3.405  -0.2085
C15 -0.478 1.112 0.334  0.3863
C16 -2.078 1.130 -0.181  -1.0850
C17 -2.234 1.093 -1.809  -0.3775
F3 -1.569 2.193 -2.541  -0.3227
C18 -0.298 0.364 1.803  0.8961
C19 -1.389 0.784 2.940  -0.6132
C20 -1.722 -0.454 4.015  -0.2136
Cl1 -0.368 -0.741 5.247  -0.2365
C21 -0.308 2.728 0.750  -0.0509
O1 -0.816 3.690 -0.071  -0.7156
O2 0.410 3.225 1.928  -0.6898
H1 0.690 1.769 -3.668  0.1068
H2 2.396 2.187 -4.432  0.2907
H3 1.765 0.399 -4.486  0.1733
H4 2.954 -0.041 -2.359  0.3577
H5 1.409 2.610 -1.326  0.6804
H6 2.733 -1.537 -0.809  0.3346
H7 1.796 -1.164 0.782  -0.0413
H8 2.446 -3.812 -0.389  0.3619
H9 0.675 -3.686 -1.015  0.3355
H10 1.205 -1.694 3.083  0.1332
H11 1.595 -3.335 4.102  0.1844
H12 2.797 -2.668 2.814  0.1934
H13 -1.427 -5.041 1.972  0.3887
H14 -1.283 -3.375 2.889  0.1184
H15 -1.630 -3.393 1.032  0.2577
H16 2.246 -6.118 -0.516  0.2803
H17 3.494 -8.614 0.117  0.2577
H18 3.708 -9.489 2.892  0.2535
H19 2.613 -7.867 4.961  0.2785
H20 1.410 -5.504 4.302  0.1117
H21 -2.711 1.955 0.365  0.4892
H22 -2.509 0.090 0.216  0.3337
H23 -1.901 0.067 -2.265  0.1552
H24 -3.400 1.194 -2.046  0.2581
H25 0.770 0.669 2.243  0.3927
H26 -0.282 -0.803 1.757  -0.9231
H27 -0.892 1.630 3.604  0.2789
H28 -2.427 1.152 2.562  0.1926
H29 -2.106 -1.430 3.467  0.1055
H30 -2.664 -0.058 4.632  0.3709
C22 -7.499 -0.171 1.662  -1.4925
C23 -6.062 0.271 1.572  0.9459
O3 -5.154 -0.337 2.131  -0.5902
N2 -5.786 1.387 0.837  -0.0512
C24 -6.708 2.229 0.113  -0.9922
H31 -7.567 -1.071 2.278  0.2975
H32 -8.101 0.614 2.128  0.3734
H33 -7.880 -0.404 0.664  0.3691
H34 -4.800 1.625 0.820  0.2199
H35 -6.410 2.232 -0.939  0.2698
H36 -6.630 3.242 0.513  0.3177
H37 -7.740 1.885 0.196  0.3933
C25 2.473 6.076 -4.035  -1.1734
C26 3.511 5.961 -5.119  0.7775
O4 3.512 5.039 -5.929  -0.6593
N3 4.472 6.927 -5.183  -0.1666
C27 4.637 8.079 -4.328  -0.8055
H38 1.774 5.239 -4.107  0.1908
H39 2.953 6.042 -3.053  0.3494
H40 1.911 7.007 -4.153  0.4044
H41 5.136 6.786 -5.935  0.2281
H42 4.589 8.974 -4.952  0.2681
H43 5.623 8.017 -3.861  0.2683
H44 3.871 8.136 -3.553  0.3230

Entry 3:
Computed, not measured: the molecule C4H7NO at a distorted geometry, with wB97M-V/def2-TZVPD.

The value obtained for the HOMO energy is -9.1616 eV. The energy above the lowest of the compared OMol25 structures with the same formula, charge and spin is 108.2 kcal per mole. The calculation puts the total energy at -7794.9542 eV. The SMILES is O[C@H]1CN2C[C@@H]12. The gap between HOMO and LUMO is 10.188 eV. The LUMO energy is 1.03 eV.

Each line ends with the Mulliken charge.
Geometry (Å):
O1 0.414 1.810 -0.460  -0.6093
C1 0.865 0.758 0.303  -0.1847
C2 -0.168 0.083 1.274  -0.2866
N1 -0.234 -1.162 0.402  -0.4584
C3 -0.814 -0.646 -0.896  -0.7907
C4 0.711 -0.544 -0.480  -0.0194
H1 -0.346 1.089 -1.063  0.5005
H2 1.865 0.886 0.751  0.3503
H3 -1.132 0.595 1.396  0.2630
H4 0.228 -0.199 2.254  0.2839
H5 -1.766 -0.148 -0.678  0.3439
H6 -0.966 -1.412 -1.654  0.2735
H7 1.370 -1.120 -1.139  0.3340

Entry 4:
Computed, not measured: the molecule C4H8O2 at a distorted geometry, with wB97M-V/def2-TZVPD.

The value obtained for the HOMO energy is -9.1881 eV. The energy above the lowest of the compared OMol25 structures with the same formula, charge and spin is 73.5 kcal per mole. The calculation puts the total energy at -8370.0953 eV. The SMILES is CC[C@@H](O)C=O. The gap between HOMO and LUMO is 9.940 eV. The LUMO energy is 0.75 eV.

Each line ends with the Mulliken charge.
Geometry (Å):
C1 1.316 1.184 0.564  -1.2407
C2 -0.112 0.701 0.353  -0.1607
C3 -0.315 -0.764 0.333  -0.0654
O1 -1.534 -1.172 0.884  -0.5329
C4 -0.530 -1.009 -1.438  0.2408
O2 -1.037 -1.952 -1.963  -0.4164
H1 1.386 2.211 0.198  0.3497
H2 2.013 0.574 -0.027  0.3189
H3 1.661 1.171 1.605  0.3218
H4 -0.357 1.002 -0.811  -0.0742
H5 -0.900 1.248 0.875  0.3892
H6 0.536 -1.389 0.640  0.3580
H7 -1.675 -2.078 0.574  0.3353
H8 -0.452 0.273 -1.786  0.1767